(1)
One molecule with the formula C3H5NO2 in a non-equilibrium geometry. Source: the Open Molecules 2025 dataset; level of theory: wB97M-V/def2-TZVPD.

- 2S+1 = 1
- LUMO energy (eV) = 0.7
- E (eV) = -8777.0355
- E_HOMO (eV) = -9.876
- SMILES = NC(=O)CC=O
- energy above the lowest of the compared OMol25 structures with the same formula, charge and spin (kJ/mol) = 63.6
- gap between HOMO and LUMO (eV) = 10.596

Last column: natural (NBO) charge in e.
Positions of all 11 atoms, in Å:
N1 1.88672 -0.04585 -0.04150  -0.8161
C1 0.68699 -0.23916 0.56987  0.6669
O1 0.54127 -1.01440 1.49843  -0.6088
C2 -0.47580 0.49599 -0.06446  -0.6229
C3 -1.69023 -0.35334 -0.28753  0.4412
O2 -2.52881 0.09103 -1.02871  -0.5255
H1 2.00225 0.59683 -0.80707  0.3972
H2 2.69433 -0.50112 0.35679  0.4083
H3 -0.23527 0.97264 -1.01957  0.2360
H4 -1.01147 1.26827 0.52096  0.2770
H5 -1.86999 -1.27089 0.30280  0.1466

(2)
One molecule with the formula C3H5NO2S in a non-equilibrium geometry. Source: the Open Molecules 2025 dataset; level of theory: wB97M-V/def2-TZVPD.

- 2S+1 = 1
- LUMO energy (eV) = -0.1
- E (eV) = -19606.3496
- E_HOMO (eV) = -9.333
- energy above the lowest of the compared OMol25 structures with the same formula, charge and spin (kJ/mol) = 594.5
- gap between HOMO and LUMO (eV) = 9.248

Last column: natural (NBO) charge in e.
Positions of all 12 atoms, in Å:
C1 -0.10969 -0.04501 -0.61134  -0.2527
C2 0.13665 -1.48909 -0.61671  -0.5223
C3 0.64274 0.84730 -1.55887  -0.6330
N1 -1.20778 0.04782 2.57619  0.3270
O1 -1.32798 0.48436 3.68387  -0.3122
O2 0.08421 -0.24538 2.26893  -0.6059
S1 0.89902 -0.86999 0.70738  0.8748
H1 -1.05599 0.36885 -0.26123  0.2144
H2 -0.51332 -2.32103 -0.77639  0.2383
H3 1.09837 1.69032 -1.04402  0.2243
H4 -0.05922 1.24849 -2.29109  0.2251
H5 1.41300 0.28338 -2.07672  0.2223

(3)
A 2-piece molecular cluster, C3H5NO2S overall in a non-equilibrium geometry. Source: the Open Molecules 2025 dataset; level of theory: wB97M-V/def2-TZVPD.

- 2S+1 = 1
- LUMO energy (eV) = 0.4
- E (eV) = -19608.7110
- E_HOMO (eV) = -9.754
- energy above the lowest of the compared OMol25 structures with the same formula, charge and spin (kJ/mol) = 366.7
- gap between HOMO and LUMO (eV) = 10.155

Last column: natural (NBO) charge in e.
Positions of all 12 atoms, in Å:
C1 0.06736 -0.36312 -1.09920  0.3890
C2 1.16261 0.29853 0.93790  -0.5015
C3 -0.34260 0.72276 0.70369  0.2263
N1 -0.82243 0.30644 -0.60172  -0.5031
O1 -0.15808 -1.22561 -2.84184  -0.8057
O2 -1.07703 -0.01875 1.63986  -0.7188
S1 1.58368 -0.78403 -0.54878  0.3160
H1 2.00408 1.08127 0.86095  0.2409
H2 1.15244 -0.27451 1.73885  0.2260
H3 -0.53670 1.84308 0.57696  0.1871
H4 -1.04213 -1.48041 -2.87779  0.4496
H5 -1.99118 -0.10564 1.51110  0.4943